Density functional theory data (the ωB97M-V functional and the def2-TZVPD basis) for an isolated molecule of BrFHP at a distorted geometry.

Results
molar mass	130.88	g/mol
multiplicity	1
structure (SMILES)	FPBr
LUMO level	-1.6	eV
HOMO	-10.138	eV
gap between HOMO and LUMO	8.51	eV

Last column: Löwdin charge in e.
Geometry (Å):
1 F -0.054 1.871 -0.622  -0.44
2 P -0.330 0.974 0.671  0.71
3 Br -2.790 0.152 -0.079  -0.12
4 H 0.523 0.013 0.233  -0.15

Density functional theory data (the ωB97M-V functional and the def2-TZVPD basis) for a structure of composition C31H47BCl3F2N2O11P3S4 at a distorted geometry.

Results
molar mass	1000.08	g/mol
multiplicity	1
LUMO level	-1.3	eV
HOMO	-8.494	eV
gap between HOMO and LUMO	7.24	eV

Last column: Löwdin charge in e.
Geometry (Å):
1 C 6.116 2.530 2.305  -0.12
2 C 5.866 4.183 2.330  -0.23
3 N 5.561 4.633 0.919  -0.25
4 C 6.569 5.613 0.374  -0.26
5 C 7.958 4.720 0.103  -0.11
6 C 4.123 5.108 0.757  -0.97
7 S 3.629 6.664 0.283  0.58
8 S 2.809 3.830 1.174  0.78
9 C 1.275 3.999 0.121  -0.45
10 C 0.357 2.654 0.422  -0.22
11 C 0.006 1.732 -0.874  -0.10
12 C 1.106 0.575 -1.301  -0.25
13 O 2.252 0.978 -0.404  -0.10
14 C 1.896 0.835 -2.698  -0.62
15 Cl 1.131 0.280 -4.299  0.68
16 C 2.181 2.417 -3.082  -0.50
17 Cl 0.915 3.311 -4.175  0.54
18 C 3.357 3.240 -2.749  -0.56
19 C 3.519 4.787 -3.367  -0.14
20 Cl 4.730 2.628 -1.708  0.64
21 O 3.208 0.165 -2.755  -0.29
22 S 3.121 -1.503 -2.506  0.79
23 O 4.539 -1.881 -1.922  -0.32
24 O 3.275 -2.093 -3.966  -0.39
25 C 1.661 -2.135 -1.530  -0.58
26 P 2.181 -3.541 -0.263  0.91
27 P 3.907 -3.085 0.962  0.54
28 O 5.144 -3.881 0.294  -0.40
29 O 4.415 -1.436 1.057  -0.24
30 O 3.822 -3.755 2.606  -0.24
31 P 0.957 -3.535 -2.696  0.28
32 O 2.280 -4.706 -2.996  -0.33
33 O -0.140 -4.631 -1.811  -0.32
34 S 0.252 -3.128 -4.380  0.40
35 C 0.596 -0.998 -0.987  -0.24
36 C -0.980 -1.247 -1.529  -0.18
37 C -1.572 -0.521 -2.807  -0.25
38 C -3.251 -0.591 -2.699  -0.25
39 N -3.825 0.680 -2.107  -0.04
40 C 0.219 -1.083 0.632  -0.06
41 B 1.154 -1.006 1.891  -0.49
42 O 1.996 0.113 2.445  -0.01
43 O 1.221 -2.202 2.814  -0.01
44 H 5.499 2.001 1.456  0.06
45 H 7.275 2.296 2.174  0.08
46 H 5.778 2.032 3.333  0.08
47 H 4.960 4.336 3.079  0.12
48 H 6.874 4.629 2.774  0.13
49 H 6.301 6.096 -0.657  0.11
50 H 6.864 6.382 1.214  0.12
51 H 7.650 3.568 0.164  0.07
52 H 8.409 4.886 -0.963  0.08
53 H 8.743 4.866 0.981  0.08
54 H 1.447 4.223 -1.011  0.07
55 H 0.703 4.959 0.547  0.09
56 H -0.694 3.113 0.771  0.13
57 H 0.745 2.098 1.373  0.08
58 H -0.248 2.493 -1.758  0.11
59 H -1.072 1.287 -0.609  0.11
60 H 2.841 0.200 -0.212  0.09
61 H 4.615 5.209 -3.232  0.09
62 H 3.291 4.792 -4.540  0.08
63 H 2.692 5.472 -2.878  0.08
64 H 1.076 -3.710 0.703  -0.01
65 H 4.510 -1.185 2.033  0.10
66 H 2.926 -4.177 2.761  0.07
67 H 2.494 -4.684 -3.994  0.09
68 H -1.025 -4.604 -2.317  0.08
69 H -1.289 -2.383 -1.544  0.10
70 H -1.782 -0.860 -0.715  0.09
71 H -1.384 0.651 -2.936  0.10
72 H -1.385 -0.948 -3.875  0.04
73 H -3.729 -0.836 -3.765  0.12
74 H -3.450 -1.557 -2.036  0.11
75 H -3.764 0.547 -1.064  0.05
76 H -3.303 1.538 -2.406  0.07
77 H -0.404 -2.104 0.715  0.13
78 H -0.605 -0.255 0.911  0.14
79 H 1.408 0.712 3.028  0.13
80 H 1.989 -2.104 3.449  0.10
81 F -3.206 -0.314 0.859  0.03
82 C -3.910 -1.329 1.378  -0.28
83 C -3.640 -2.629 0.966  -0.02
84 C -4.369 -3.687 1.510  -0.06
85 C -5.368 -3.431 2.452  -0.09
86 C -5.635 -2.122 2.855  -0.10
87 C -4.898 -1.066 2.320  0.00
88 H -2.866 -2.808 0.227  0.09
89 H -4.161 -4.708 1.200  0.11
90 H -5.940 -4.256 2.872  0.10
91 H -6.416 -1.925 3.586  0.11
92 H -5.086 -0.043 2.629  0.12
93 F -7.874 -3.704 3.742  0.04
94 C -8.887 -3.494 2.891  -0.28
95 C -10.139 -4.030 3.172  -0.01
96 C -11.195 -3.808 2.288  -0.08
97 C -10.985 -3.060 1.127  -0.10
98 C -9.724 -2.530 0.851  -0.07
99 C -8.670 -2.744 1.740  -0.01
100 H -10.282 -4.615 4.074  0.12
101 H -12.180 -4.216 2.503  0.11
102 H -11.808 -2.891 0.436  0.10
103 H -9.561 -1.952 -0.055  0.11
104 H -7.686 -2.332 1.546  0.09

Density functional theory data (the ωB97M-V functional and the def2-TZVPD basis) for the ion C10H18N3 with charge +1 at a distorted geometry.

Results
molar mass	180.28	g/mol
multiplicity	1
structure (SMILES)	CC1=C/C[C@H](C)N(C)\[NH+]=C(C)/N=C\1
LUMO level	-4.0	eV
HOMO	-12.732	eV
gap between HOMO and LUMO	8.75	eV
net charge	+1

Last column: Löwdin charge in e.
Geometry (Å):
1 C 3.238 -1.991 0.060  0.00
2 C 1.807 -1.390 -0.130  -0.24
3 C 0.735 -2.005 0.256  -0.07
4 C -0.665 -1.769 0.209  -0.13
5 C -1.321 -0.422 0.644  -0.26
6 C -2.865 -0.428 0.756  -0.04
7 N -0.919 0.527 -0.451  -0.22
8 C -1.581 0.644 -1.720  -0.04
9 N -0.356 1.696 -0.130  0.06
10 C 0.963 1.888 -0.090  -0.30
11 C 1.453 3.181 0.441  0.03
12 N 1.724 0.991 -0.618  0.22
13 C 1.742 -0.222 -0.989  0.00
14 H 3.370 -2.284 1.100  0.09
15 H 3.953 -1.193 -0.190  0.08
16 H 3.432 -2.860 -0.552  0.09
17 H 0.985 -2.704 1.049  0.14
18 H -0.895 -1.840 -0.874  0.14
19 H -1.238 -2.494 0.721  0.11
20 H -0.921 0.135 1.497  0.15
21 H -3.262 -0.878 -0.175  0.08
22 H -3.373 0.622 0.812  0.12
23 H -3.303 -0.898 1.628  0.07
24 H -2.093 -0.296 -1.930  0.09
25 H -2.220 1.505 -1.708  0.09
26 H -0.893 0.796 -2.541  0.09
27 H -0.950 2.399 0.300  0.17
28 H 1.933 3.924 -0.214  0.11
29 H 2.258 3.024 1.237  0.13
30 H 0.530 3.586 0.899  0.09
31 H 2.109 -0.319 -2.003  0.15

Density functional theory data (the ωB97M-V functional and the def2-TZVPD basis) for a structure of composition C15H32Br9N2O6P at a distorted geometry.

Results
molar mass	1086.54	g/mol
multiplicity	1
LUMO level	-0.9	eV
HOMO	-9.383	eV
gap between HOMO and LUMO	8.44	eV

Last column: Löwdin charge in e.
Geometry (Å):
1 C 2.051 2.086 -1.393  -0.30
2 O 2.851 1.812 -0.483  -0.07
3 N 0.789 2.636 -1.209  -0.17
4 C -0.251 2.636 -2.268  -0.05
5 C 0.210 3.048 0.083  -0.06
6 H 2.195 1.863 -2.461  0.13
7 H 0.100 2.123 -3.164  0.05
8 H -0.539 3.661 -2.501  0.09
9 H -1.146 2.114 -1.928  0.07
10 H -0.662 2.414 0.245  0.04
11 H 0.906 2.914 0.911  0.07
12 H -0.042 4.101 0.202  0.10
13 C 3.982 -6.096 -5.100  -0.35
14 O 3.754 -7.243 -5.499  -0.01
15 N 3.057 -5.256 -4.638  -0.19
16 C 3.413 -3.875 -4.364  -0.06
17 C 1.713 -5.738 -4.287  -0.05
18 H 4.988 -5.654 -5.034  0.13
19 H 4.431 -3.708 -4.717  0.08
20 H 3.419 -3.619 -3.304  0.02
21 H 2.779 -3.201 -4.940  0.09
22 H 1.011 -5.133 -4.862  0.02
23 H 1.593 -6.813 -4.425  0.09
24 H 1.525 -5.547 -3.231  0.07
25 C -0.846 -1.519 -3.612  -1.43
26 Br -0.983 -3.359 -4.293  0.59
27 Br -2.685 -0.753 -3.289  0.55
28 Br -0.019 -0.393 -5.058  0.50
29 H -0.171 -1.494 -2.757  -0.08
30 C 1.889 -1.536 0.295  -1.37
31 Br 0.072 -0.724 0.451  0.65
32 Br 1.858 -2.944 -1.116  0.61
33 Br 2.469 -2.143 2.141  0.58
34 H 2.542 -0.719 -0.012  -0.04
35 C 4.354 0.928 3.203  -1.54
36 Br 4.262 2.754 2.475  0.58
37 Br 3.975 0.876 5.123  0.55
38 Br 6.075 -0.056 3.019  0.51
39 H 3.642 0.249 2.733  -0.12
40 C -3.385 -1.274 0.376  -0.12
41 C -3.503 0.232 0.353  -0.31
42 O -3.934 0.693 1.643  -0.17
43 P -3.037 1.887 2.378  0.49
44 O -2.719 3.020 1.468  -0.24
45 O -1.808 1.000 2.905  -0.21
46 C -0.761 1.669 3.661  -0.24
47 C 0.533 0.833 3.660  -0.11
48 O -3.890 2.209 3.692  -0.17
49 C -3.672 3.383 4.406  -0.29
50 C -4.718 4.445 3.955  -0.06
51 H -3.096 -1.669 -0.598  0.02
52 H -2.556 -1.735 0.913  0.03
53 H -4.323 -1.750 0.661  0.09
54 H -2.693 0.709 -0.199  0.08
55 H -4.263 0.417 -0.405  0.11
56 H -0.600 2.649 3.212  0.11
57 H -1.094 1.745 4.696  0.12
58 H 0.371 -0.154 4.092  0.08
59 H 1.022 0.866 2.686  0.02
60 H 1.294 1.324 4.266  0.02
61 H -3.944 3.073 5.415  0.12
62 H -2.666 3.799 4.347  0.11
63 H -4.727 4.470 2.865  0.07
64 H -5.705 4.045 4.186  0.07
65 H -4.687 5.426 4.429  0.08

Density functional theory data (the ωB97M-V functional and the def2-TZVPD basis) for a cluster of 3 separate species, C3H11NO4 in total at a distorted geometry.

Results
molar mass	125.12	g/mol
multiplicity	1
structure (SMILES)	N[C@H](C=O)CO.O.O
LUMO level	0.5	eV
HOMO	-9.691	eV
gap between HOMO and LUMO	10.16	eV

Last column: Löwdin charge in e.
Geometry (Å):
1 N -0.334 -0.609 -0.770  0.04
2 C -0.359 -0.312 0.663  -0.34
3 C -0.812 1.109 0.891  -0.20
4 O -0.119 1.868 1.525  0.06
5 C 1.006 -0.457 1.314  -0.18
6 O 1.496 -1.748 0.851  -0.10
7 H 0.310 -1.389 -0.866  0.07
8 H 0.132 0.171 -1.226  0.06
9 H -1.043 -1.017 1.145  0.15
10 H -1.778 1.426 0.500  0.11
11 H 1.718 0.264 0.923  0.12
12 H 0.886 -0.527 2.391  0.13
13 H 2.322 -1.962 1.294  0.08
14 O -3.006 0.127 -1.034  -0.09
15 H -3.470 0.067 -1.874  0.03
16 H -2.266 -0.513 -1.096  0.00
17 O 1.926 0.354 -2.319  -0.05
18 H 1.526 -0.363 -2.824  0.04
19 H 2.729 0.629 -2.772  0.05

Density functional theory data (the ωB97M-V functional and the def2-TZVPD basis) for a cluster of 2 separate species, C5H13NO in total at a distorted geometry.

Results
molar mass	103.16	g/mol
multiplicity	1
structure (SMILES)	CCC(N)=O.CC
LUMO level	0.9	eV
HOMO	-9.756	eV
gap between HOMO and LUMO	10.67	eV

Last column: Löwdin charge in e.
Geometry (Å):
1 C -0.971 -0.170 -1.522  -0.07
2 C 0.178 0.848 -1.859  -0.15
3 C 1.147 0.821 -0.673  -0.52
4 N 1.859 -0.456 -0.493  0.11
5 O 1.331 1.683 0.133  0.06
6 H -1.449 -0.513 -2.450  0.09
7 H -1.661 0.326 -1.043  0.01
8 H -0.595 -0.937 -0.874  0.05
9 H 0.815 0.760 -2.781  0.12
10 H -0.325 1.795 -2.192  0.12
11 H 2.358 -0.581 0.370  0.08
12 H 1.457 -1.300 -0.934  0.09
13 C -2.140 -1.361 1.847  -0.16
14 C -0.802 -0.744 2.186  -0.17
15 H -2.819 -1.076 2.443  -0.01
16 H -2.526 -1.017 0.925  0.05
17 H -2.052 -2.441 1.967  0.08
18 H 0.197 -1.092 1.950  0.04
19 H -0.700 -0.927 3.292  0.08
20 H -0.831 0.370 1.839  0.10

Question: Among the records above, which one has the highest gap between HOMO and LUMO?
Answer: C5H13NO